97
Properties=species:S:1:pos:R:3:forces:R:3 method="wB97M-V/def2-TZVPD" orbital_gap_ha=0.2351 homo_energy_ev=-7.57 total_energy_ha=-2176.52342 fmax_ha_per_bohr=0.058 charge=0 mol_weight_da=723.99 lumo_energy_ev=-1.18
Ba 0.496 2.078 -3.636 -0.28 -0.41 1.96
C 0.441 0.636 1.163 0.05 1.23 -2.62
C 0.104 -0.586 1.760 -0.38 0.58 2.39
C -0.300 -1.762 0.917 -0.19 -2.94 0.56
O -0.506 -2.892 1.423 0.03 1.39 0.27
C -0.420 -1.628 -0.460 0.15 2.25 -1.74
C -0.130 -0.406 -1.088 0.09 -0.28 1.86
C 0.358 0.819 -0.227 -0.16 -2.10 1.58
O 0.655 1.881 -0.853 -0.12 0.70 -0.80
O -0.227 -0.172 -2.316 0.04 0.65 -1.50
O 0.064 -0.655 3.001 0.00 -0.53 -0.55
H 0.701 1.476 1.796 0.06 -0.09 0.15
H -0.799 -2.461 -1.032 0.11 -0.12 -0.14
C -4.006 -3.424 -0.199 -0.02 0.49 0.27
O -2.753 -4.058 -0.037 -0.21 0.10 0.09
H -4.412 -3.115 0.770 -0.01 -0.01 0.02
H -3.907 -2.523 -0.815 -0.09 -0.04 -0.11
H -4.741 -4.088 -0.650 0.27 -0.22 -0.14
H -2.221 -3.515 0.570 0.24 -0.21 0.10
C -3.415 -1.016 4.166 -1.90 -0.44 -0.41
O -3.107 -2.382 3.919 0.82 0.15 0.06
H -3.919 -0.610 3.283 0.32 0.31 -0.04
H -4.208 -0.981 4.923 0.41 0.34 0.41
H -2.568 -0.393 4.429 0.33 -0.43 0.05
H -3.930 -2.872 3.887 -0.07 0.02 0.03
C 0.272 4.284 1.720 -0.72 0.17 -0.62
O 1.282 3.976 0.778 0.45 0.16 -0.13
H 0.347 3.683 2.624 0.09 0.09 0.17
H 0.289 5.356 1.921 0.46 -0.07 0.31
H -0.725 4.148 1.276 0.00 -0.35 0.09
H 1.126 3.090 0.395 -0.15 -0.08 0.07
C 0.075 5.828 -1.550 0.68 1.35 0.26
O 0.649 4.590 -1.911 -0.09 -0.37 -0.12
H -0.730 6.147 -2.210 0.00 -0.43 -0.20
H -0.280 5.918 -0.520 -0.19 -0.71 -0.02
H 0.857 6.600 -1.585 -0.13 0.05 -0.26
H 1.088 4.262 -1.103 -0.15 0.05 -0.06
C -1.664 -3.057 -3.804 1.07 -0.43 -0.16
O -1.678 -1.667 -4.093 0.07 -0.06 0.55
H -2.268 -3.353 -2.945 -0.42 0.09 -0.20
H -1.893 -3.619 -4.709 -0.58 0.12 0.09
H -0.651 -3.421 -3.561 0.04 0.28 0.12
H -1.252 -1.230 -3.319 -0.11 0.02 -0.47
C 3.512 2.289 3.406 -0.35 0.98 -0.54
O 4.784 1.850 2.915 -0.32 -0.44 0.55
H 3.261 2.069 4.441 0.78 -0.47 0.06
H 3.516 3.383 3.321 -0.43 -0.04 0.06
H 2.679 1.887 2.821 0.11 0.00 -0.08
H 4.825 2.198 2.022 0.18 -0.06 -0.04
C -3.413 0.244 0.856 0.67 0.23 0.80
O -4.701 0.822 0.739 -0.08 -0.13 -0.16
H -3.425 -0.821 1.099 -0.12 -0.11 -0.48
H -2.750 0.475 0.018 -0.18 -0.27 -0.25
H -2.930 0.680 1.735 -0.14 0.25 -0.08
H -5.185 0.333 0.066 -0.01 0.04 0.04
C 3.401 -1.157 1.478 -0.51 0.52 0.59
O 4.100 -1.796 0.416 0.05 0.14 -0.08
H 4.042 -1.047 2.355 -0.11 -0.20 0.05
H 3.089 -0.140 1.225 0.37 -0.12 -0.52
H 2.457 -1.654 1.720 0.31 -0.35 0.12
H 4.521 -2.576 0.789 0.01 -0.05 -0.11
C -3.043 3.408 -1.167 -0.08 -1.17 0.17
O -1.841 2.949 -1.813 -0.13 0.43 -0.08
H -3.714 3.925 -1.847 0.38 0.25 -0.25
H -3.581 2.519 -0.830 -0.19 0.15 0.20
H -2.816 4.011 -0.289 0.01 0.25 -0.11
H -1.228 2.718 -1.098 0.20 -0.06 -0.26
C 2.676 -3.132 -2.446 0.45 -0.16 -0.31
O 3.361 -1.897 -2.244 -0.38 0.16 0.22
H 1.758 -3.245 -1.866 0.00 0.18 0.05
H 2.450 -3.190 -3.511 -0.18 -0.04 0.06
H 3.345 -3.971 -2.231 -0.10 -0.05 0.10
H 3.627 -1.862 -1.300 -0.13 0.09 -0.29
C -0.747 2.381 4.892 -0.31 0.18 0.48
O 0.489 1.729 4.729 0.02 0.03 0.07
H -1.442 2.134 4.085 0.01 0.26 -0.11
H -1.260 2.159 5.839 0.16 -0.45 -0.02
H -0.574 3.457 4.975 0.06 0.01 -0.48
H 0.321 0.855 4.345 0.09 -0.14 -0.19
C 3.587 1.699 -1.473 1.24 -0.14 0.40
O 3.058 2.519 -2.516 -0.37 -0.14 -0.27
H 4.658 1.521 -1.619 -0.04 0.03 -0.33
H 3.529 2.179 -0.495 -0.57 -0.01 0.00
H 3.136 0.711 -1.466 -0.42 0.20 -0.07
H 3.624 3.288 -2.627 -0.01 0.00 0.08
C -0.359 -6.392 -0.038 -0.49 0.74 -0.41
O -0.680 -5.579 -1.168 0.16 0.17 0.04
H -1.273 -6.636 0.508 0.05 -0.25 0.04
H 0.104 -7.286 -0.444 0.14 -0.10 0.27
H 0.290 -5.837 0.643 0.24 -0.25 0.05
H -1.203 -4.827 -0.843 -0.04 -0.40 -0.14
C 1.566 -1.163 -5.369 -0.51 -0.75 0.02
O 1.798 -0.165 -4.381 0.09 0.34 0.15
H 2.435 -1.814 -5.460 0.09 0.19 -0.27
H 0.703 -1.791 -5.122 0.05 0.12 0.29
H 1.292 -0.699 -6.315 0.43 0.23 0.01
H 2.078 -0.601 -3.553 0.05 -0.09 -0.16